(1)
H5ISi2 | the ωB97M-V functional and the def2-TZVPD basis

Relative energy (zero: lowest compared OMol25 entry of this formula, charge and spin) (kJ/mol): 183.9
Gap between HOMO and LUMO (eV): 7.5
Total charge: 0

Structure (XYZ):
```
8
Properties=species:S:1:pos:R:3:nbo_charge:R:1
Si -0.03878 1.09327 1.25445 0.59
Si 0.75278 -1.19837 -1.65886 0.59
I -1.16307 -1.09508 -3.25146 -0.30
H 1.33479 0.81873 1.52602 -0.16
H -0.55407 2.10428 2.18474 -0.13
H -0.78877 -0.24093 1.43135 -0.15
H 0.48895 -2.64093 -1.23994 -0.29
H -0.03183 1.15903 -0.24629 -0.15
```

(2)
H5N2OP | the ωB97M-V functional and the def2-TZVPD basis

Relative energy (zero: lowest compared OMol25 entry of this formula, charge and spin) (kJ/mol): 366.2
Gap between HOMO and LUMO (eV): 9.8
Total charge: 0
Structure (SMILES): NOPN

Structure (XYZ):
```
9
Properties=species:S:1:pos:R:3:nbo_charge:R:1
N -0.16691 0.83608 1.81192 -0.52
N -0.21202 -0.48567 -1.87235 -1.18
O 0.27566 0.62541 0.46226 -0.70
P -0.46716 -0.73235 -0.24088 1.04
H 0.34691 1.66333 2.19699 0.36
H 0.19500 -0.01575 2.23476 0.34
H -1.06335 -0.45951 -2.50163 0.40
H 0.29191 0.34288 -2.00375 0.39
H 0.79996 -1.77443 -0.08733 -0.13
```

(3)
H5N2PS | the ωB97M-V functional and the def2-TZVPD basis

Relative energy (zero: lowest compared OMol25 entry of this formula, charge and spin) (kJ/mol): 256.5
Gap between HOMO and LUMO (eV): 7.5
Total charge: 0
Structure (SMILES): P=S.NN

Structure (XYZ):
```
9
Properties=species:S:1:pos:R:3:nbo_charge:R:1
N 0.39171 0.00628 -0.55504 -0.68
N -0.17581 0.99525 -1.49528 -0.67
P 0.35364 -1.38897 1.86806 0.43
S -0.03768 0.12535 3.02872 -0.42
H 0.68101 -0.79451 -1.11710 0.35
H 1.24585 0.41820 -0.17902 0.36
H -0.90615 0.51518 -2.01122 0.35
H -0.97097 -1.61431 1.39764 -0.07
H -0.58160 1.73754 -0.93677 0.35
```

(4)
H5N3OS | the ωB97M-V functional and the def2-TZVPD basis

Relative energy (zero: lowest compared OMol25 entry of this formula, charge and spin) (kJ/mol): 11.6
Gap between HOMO and LUMO (eV): 11.0
Total charge: 0
Structure (SMILES): N=S(N)(N)=O

Structure (XYZ):
```
10
Properties=species:S:1:pos:R:3:nbo_charge:R:1
N 0.63375 -0.37878 -1.45512 -1.16
N -0.51826 -0.99625 0.93001 -1.12
N -0.66759 1.33247 -0.18024 -0.99
O 1.51197 0.44320 0.87075 -0.92
S 0.46550 0.01576 0.00752 2.23
H 1.19136 -1.21472 -1.54750 0.38
H -0.83679 -0.75043 1.83215 0.40
H -1.07284 -1.83807 0.67228 0.42
H -0.56604 1.21193 -1.16448 0.39
H -0.14105 2.17488 0.03463 0.38
```

(5)
H5N3S2 | the ωB97M-V functional and the def2-TZVPD basis

Relative energy (zero: lowest compared OMol25 entry of this formula, charge and spin) (kJ/mol): 77.5
Gap between HOMO and LUMO (alpha / beta) (eV): 7.8 / 7.8
Total charge: 0

Structure (XYZ):
```
10
Properties=species:S:1:pos:R:3:nbo_charge:R:1
N -0.36143 0.44015 -0.83018 -0.66
N 1.15720 0.34907 1.54025 -1.01
N -0.01378 -0.91090 -0.48799 -0.65
S 0.97973 1.76186 0.92703 0.88
S 0.13089 3.24347 1.88035 -0.39
H -0.16766 0.72744 -1.82402 0.38
H -1.30869 0.39759 -0.62199 0.36
H 0.88406 -1.07340 -0.91892 0.34
H 0.59582 0.18849 2.43674 0.37
H 0.19852 -0.87271 0.52074 0.37
```

(6)
H5NP2S2 | the ωB97M-V functional and the def2-TZVPD basis

Relative energy (zero: lowest compared OMol25 entry of this formula, charge and spin) (kJ/mol): 289.6
Gap between HOMO and LUMO (alpha / beta) (eV): 7.4 / 7.7
Total charge: 0

Structure (XYZ):
```
10
Properties=species:S:1:pos:R:3:nbo_charge:R:1
N -0.08506 0.70752 -0.17823 -1.30
P 0.68392 0.62647 1.40064 0.69
P 0.06586 -0.15120 -1.63359 0.94
S -0.48009 1.11176 -2.96410 -0.48
S -0.31210 -0.93251 2.48700 -0.30
H -0.94407 1.40181 -0.08515 0.44
H 1.76062 -0.00087 0.89023 -0.06
H 1.50239 -0.36411 -1.71743 0.00
H -1.19133 -2.22075 -1.43235 -0.06
H -1.00016 -0.17812 3.23298 0.13
```

(7)
H5O2PS2Si | the ωB97M-V functional and the def2-TZVPD basis

Relative energy (zero: lowest compared OMol25 entry of this formula, charge and spin) (kJ/mol): 0.0
Gap between HOMO and LUMO (eV): 9.5
Total charge: 0
Structure (SMILES): OP(O)(=S)S[SiH3]

Structure (XYZ):
```
11
Properties=species:S:1:pos:R:3:nbo_charge:R:1
O 0.68031 -1.77026 1.02809 -0.99
O 2.66063 -1.58379 -0.47922 -0.98
Si -0.99424 1.32048 -0.29132 0.78
P 1.10272 -1.31259 -0.45462 1.67
S 0.07170 -2.19281 -1.84013 -0.54
S 1.12964 0.96413 -0.26206 -0.54
H -0.16428 -2.23281 1.00508 0.52
H 3.17347 -0.92269 -0.00680 0.52
H -1.65676 0.06206 0.02310 -0.15
H -1.16980 2.30580 0.76374 -0.15
H -1.30738 1.80796 -1.62466 -0.15
```

(8)
H5P3S | the ωB97M-V functional and the def2-TZVPD basis

Relative energy (zero: lowest compared OMol25 entry of this formula, charge and spin) (kJ/mol): 306.4
Gap between HOMO and LUMO (alpha / beta) (eV): 5.2 / 5.2
Total charge: 0

Structure (XYZ):
```
9
Properties=species:S:1:pos:R:3:nbo_charge:R:1
P -0.91229 1.26667 0.44158 0.03
P 1.72734 -0.36196 -0.72867 0.01
P -0.02028 0.54214 -1.38318 0.30
S -0.94437 -1.89028 0.98547 -0.48
H -1.32620 2.54560 0.11510 -0.01
H -2.05279 0.69581 -0.05756 0.02
H 2.54111 0.75403 -0.84449 -0.01
H 1.65953 -0.43284 0.70633 0.04
H -0.67206 -3.11918 0.76541 0.10
```